(1)
The following is a DFT calculation (the ωB97M-V functional and the def2-TZVPD basis) of a structure of composition C49H38Cl3N4O2PS5Sc.

Geometry as XYZ:
```
103
Properties=species:S:1:pos:R:3:forces:R:3
Sc 0.246 0.303 0.031 -0.291 -0.481 0.496
N -2.968 -1.505 -2.672 -0.030 0.020 0.018
C -4.130 -0.695 -2.553 0.023 -0.075 0.071
C -5.055 -0.643 -3.580 0.015 0.027 -0.013
C -6.172 0.172 -3.458 0.000 0.023 0.000
C -6.341 0.956 -2.327 0.004 0.004 0.012
C -5.392 0.925 -1.315 -0.035 -0.097 0.041
C -4.301 0.076 -1.415 -0.264 -0.150 0.047
S -3.132 -0.015 -0.104 0.076 -0.150 0.063
N -1.725 -0.491 -0.957 -0.108 -0.063 0.269
C -1.807 -1.172 -2.033 0.119 0.020 -0.094
C -0.515 -1.640 -2.618 -0.023 0.007 0.023
C -0.454 -2.519 -3.687 0.012 0.001 0.015
C 0.785 -2.909 -4.174 0.004 -0.009 -0.012
C 1.920 -2.402 -3.577 0.020 0.019 -0.007
C 1.771 -1.540 -2.503 -0.027 0.050 -0.050
N 0.588 -1.169 -2.015 0.025 0.227 -0.031
H -2.871 -1.953 -3.567 -0.009 0.006 0.004
H -4.909 -1.243 -4.472 0.001 -0.002 -0.002
H -6.904 0.199 -4.254 -0.003 -0.005 -0.002
H -7.203 1.602 -2.235 -0.002 0.001 -0.005
H -5.491 1.559 -0.442 0.001 0.003 -0.005
H -1.345 -2.925 -4.144 -0.014 0.007 0.013
H 0.852 -3.598 -5.005 0.001 0.001 -0.001
H 2.911 -2.665 -3.920 0.001 0.003 -0.001
H 2.644 -1.133 -2.017 0.016 -0.005 0.006
O -0.841 -0.541 1.546 -0.214 0.098 0.082
N -0.915 -0.139 2.818 0.054 -0.028 -0.054
C -1.974 -0.580 3.528 0.032 0.021 0.023
C -2.114 -0.243 4.843 -0.010 -0.004 -0.025
C -1.132 0.564 5.431 -0.020 -0.010 0.020
C -0.073 1.005 4.684 0.015 0.010 -0.025
C 0.049 0.670 3.323 -0.035 -0.003 0.046
S 1.279 1.256 2.300 0.032 -0.090 -0.177
H -2.656 -1.195 2.961 -0.012 -0.009 0.027
H -2.968 -0.602 5.397 0.002 0.003 0.003
H -1.211 0.844 6.473 -0.004 -0.003 0.001
H 0.693 1.639 5.107 0.003 0.002 -0.006
Cl 2.932 0.762 -0.454 0.138 0.054 0.031
C 4.073 -0.451 0.144 -0.027 0.134 -0.097
C 5.400 -0.111 -0.078 0.015 -0.051 0.021
C 6.392 -0.995 0.305 0.002 0.006 -0.004
C 6.048 -2.204 0.895 -0.002 0.002 -0.002
C 4.717 -2.512 1.108 -0.042 -0.017 0.026
C 3.683 -1.642 0.745 0.059 -0.019 -0.002
P 1.920 -2.042 1.067 -0.055 0.175 -0.143
C 1.841 -2.117 2.886 0.048 0.020 0.023
C 0.738 -2.750 3.457 -0.033 0.011 0.019
C 0.589 -2.795 4.834 -0.012 0.008 0.009
C 1.536 -2.200 5.656 0.011 -0.001 -0.004
C 2.631 -1.560 5.094 -0.012 -0.011 -0.001
C 2.784 -1.517 3.715 0.000 0.009 0.008
C 1.787 -3.822 0.655 0.032 -0.056 0.022
C 2.254 -4.828 1.507 -0.004 0.014 0.010
C 2.126 -6.163 1.162 0.000 -0.001 -0.018
C 1.516 -6.519 -0.035 0.001 -0.008 0.014
C 1.024 -5.534 -0.875 0.015 0.015 -0.002
C 1.156 -4.195 -0.528 -0.034 -0.011 -0.041
H 5.642 0.832 -0.547 -0.005 0.001 -0.004
H 7.430 -0.741 0.137 -0.001 0.002 -0.001
H 6.817 -2.905 1.191 0.000 0.001 0.002
H 4.466 -3.455 1.572 -0.018 -0.023 0.015
H -0.008 -3.216 2.823 0.008 0.010 -0.010
H -0.268 -3.297 5.265 0.000 0.001 0.001
H 1.421 -2.235 6.731 0.001 -0.001 0.001
H 3.372 -1.091 5.729 0.001 0.000 0.002
H 3.636 -1.001 3.292 0.002 -0.005 -0.018
H 2.691 -4.568 2.463 0.021 0.003 -0.014
H 2.492 -6.927 1.834 0.000 -0.005 -0.004
H 1.411 -7.563 -0.300 0.002 -0.002 -0.001
H 0.527 -5.803 -1.798 -0.001 -0.007 -0.001
H 0.745 -3.438 -1.181 0.001 -0.056 0.070
Cl 1.055 1.809 -3.336 -0.122 -0.086 -0.219
C 2.285 2.146 -4.564 -0.041 -0.026 0.078
Cl 3.790 1.264 -4.257 0.023 -0.013 0.013
H 2.493 3.209 -4.543 0.044 -0.003 0.011
H 1.900 1.833 -5.527 -0.006 0.015 0.003
O -0.502 1.977 -0.314 0.380 0.120 -0.436
C -0.998 3.284 -0.462 -0.122 -0.152 0.090
C 0.109 4.284 -0.201 -0.085 0.044 0.001
C 0.038 5.471 0.460 0.003 -0.017 -0.015
C 1.274 6.177 0.462 0.025 -0.001 -0.007
C 2.253 5.506 -0.199 -0.012 0.041 0.047
S 1.684 4.024 -0.837 0.084 0.048 0.066
C -2.136 3.490 0.523 -0.014 0.028 -0.033
C -3.394 3.954 0.285 0.003 0.010 0.001
C -4.202 3.992 1.457 0.003 0.002 0.026
C -3.531 3.557 2.558 -0.050 0.035 -0.026
S -1.921 3.118 2.187 0.019 -0.095 0.045
C -1.523 3.440 -1.876 0.085 0.139 -0.094
C -1.278 4.437 -2.770 -0.026 -0.006 0.033
C -1.945 4.243 -4.012 -0.053 0.007 -0.003
C -2.688 3.104 -4.027 0.057 0.077 -0.064
S -2.587 2.263 -2.542 0.335 0.262 -0.189
H -0.867 5.825 0.933 0.002 0.003 0.003
H 1.425 7.133 0.943 -0.005 0.005 0.001
H 3.281 5.800 -0.337 0.005 -0.003 -0.005
H -3.734 4.256 -0.695 -0.004 0.013 0.007
H -5.226 4.335 1.477 -0.001 -0.004 -0.005
H -3.896 3.488 3.570 0.008 -0.005 0.003
H -0.640 5.280 -2.545 0.000 0.011 -0.004
H -1.881 4.926 -4.847 0.006 0.003 -0.003
H -3.297 2.722 -4.831 -0.007 -0.018 0.000
```
Forces are in eV/Å.

Summary:
maximum force = 0.7 eV Å⁻¹
ΔE to the lowest compared entry with this formula, charge and spin = 0.7 kJ/mol
charge = +1
electronic energy = -6733.12116 Ha

Here are the Löwdin charges for atoms 1 to 5, given in e: Sc 0.56; N 0.15; C -0.27; C -0.02; C -0.07



(2)
The following is a DFT calculation (the ωB97M-V functional and the def2-TZVPD basis) of a structure of composition C49H39AsF6GeHgN5O2 in a non-equilibrium geometry.

Geometry as XYZ:
```
104
Properties=species:S:1:pos:R:3:forces:R:3
Hg -0.334 -0.929 -1.055 -0.735 -0.636 0.841
C -3.227 1.447 -3.757 0.439 0.391 -0.597
C -2.378 2.056 -4.689 -0.690 -0.308 0.515
C -1.024 1.839 -4.597 0.803 -0.475 0.425
C -0.510 1.024 -3.569 -2.372 0.157 0.034
N -1.351 0.447 -2.667 0.574 1.068 -1.468
C -2.657 0.657 -2.777 -0.104 -0.242 0.197
C 0.900 0.741 -3.411 2.085 -0.905 0.782
C 1.892 1.227 -4.272 -0.679 -0.262 0.123
C 3.207 0.879 -4.067 0.278 -0.678 0.715
C 3.538 0.045 -2.997 -0.185 0.398 -0.737
C 2.525 -0.407 -2.166 -0.478 0.173 -0.176
N 1.248 -0.057 -2.365 0.649 0.878 -1.466
C 2.782 -1.355 -1.066 0.155 -0.744 0.735
C 4.062 -1.620 -0.585 -0.259 0.204 -0.298
C 4.238 -2.603 0.371 -0.339 -0.201 0.067
C 3.131 -3.304 0.821 0.246 0.232 -0.190
C 1.883 -2.942 0.340 -0.159 -0.221 0.072
N 1.711 -2.000 -0.577 1.082 0.014 -0.136
H -4.295 1.594 -3.799 -0.069 -0.042 0.049
H -2.780 2.685 -5.471 -0.009 0.005 -0.015
H -0.358 2.292 -5.315 0.022 0.029 0.000
H -3.271 0.159 -2.039 -0.030 -0.023 0.123
H 1.631 1.861 -5.101 -0.041 0.088 -0.084
H 3.981 1.240 -4.725 0.062 0.059 -0.091
H 4.558 -0.265 -2.846 0.060 -0.017 0.043
H 4.905 -1.047 -0.935 0.085 0.041 -0.032
H 5.222 -2.811 0.761 0.077 -0.034 0.033
H 3.221 -4.086 1.556 -0.038 -0.062 0.129
H 0.988 -3.430 0.706 -0.034 0.076 0.006
C -0.601 -2.744 -4.169 0.021 -0.060 0.000
O -1.071 -2.725 -2.841 -0.051 0.002 -0.014
C -1.036 -3.887 -2.104 -0.086 -0.316 0.376
C -0.763 -5.138 -2.633 0.048 0.302 -0.101
C -0.787 -6.264 -1.822 -0.032 -0.161 0.053
C -1.087 -6.143 -0.478 0.091 -0.046 -0.236
C -1.336 -4.899 0.065 0.022 0.135 -0.029
C -1.324 -3.748 -0.725 0.114 0.200 -0.093
N -1.553 -2.474 -0.192 0.216 0.165 -1.104
N -2.149 -2.506 0.962 -0.383 -0.691 0.889
C -2.493 -1.469 1.722 0.284 0.704 -0.364
C -2.350 -0.069 1.477 -0.870 -0.719 1.247
O -1.687 0.422 0.416 1.370 1.880 -1.267
C -2.983 0.832 2.347 0.063 0.006 -0.159
C -3.579 0.445 3.512 0.053 0.315 -0.013
C -3.579 -0.910 3.895 0.092 -0.289 -0.192
C -4.013 -1.305 5.173 -0.034 -0.148 0.058
C -3.966 -2.619 5.553 -0.116 0.226 0.067
C -3.541 -3.583 4.636 0.086 -0.092 -0.244
C -3.130 -3.221 3.376 0.029 -0.275 0.170
C -3.090 -1.874 2.985 -0.163 0.386 0.262
H -1.258 -3.325 -4.823 0.042 0.022 0.043
H -0.596 -1.703 -4.487 -0.031 -0.019 -0.118
H 0.417 -3.139 -4.228 0.021 -0.055 0.002
H -0.532 -5.257 -3.680 0.001 0.067 -0.141
H -0.566 -7.229 -2.253 -0.014 -0.091 -0.045
H -1.117 -7.018 0.151 0.039 -0.138 0.121
H -1.510 -4.787 1.122 -0.108 0.057 0.077
H -2.951 1.882 2.085 -0.051 0.076 0.070
H -4.009 1.179 4.177 -0.049 0.124 0.047
H -4.355 -0.543 5.858 -0.044 0.088 0.101
H -4.257 -2.911 6.550 -0.072 -0.026 0.118
H -3.521 -4.623 4.931 -0.003 -0.087 -0.031
H -2.801 -3.975 2.679 0.040 0.016 0.002
C -2.470 3.167 -0.426 0.765 -0.354 0.238
Ge -0.878 2.224 0.389 -1.094 0.127 0.216
C -0.470 3.209 2.090 -0.112 -0.617 -0.845
C 0.026 4.474 1.791 0.026 -0.075 -0.339
C 0.236 5.409 2.783 0.029 0.210 0.021
C -0.057 5.087 4.097 0.085 0.009 -0.001
C -0.515 3.818 4.406 -0.075 0.024 0.044
C -0.719 2.874 3.410 -0.047 -0.193 0.102
C 0.707 2.602 -0.840 -0.916 -0.251 0.357
C 0.423 3.375 -1.940 -0.297 -0.044 0.409
C 1.430 3.897 -2.763 0.339 0.242 -0.095
C 2.741 3.626 -2.494 -0.280 0.247 -0.003
C 3.093 2.848 -1.372 -0.160 0.024 0.190
C 4.444 2.594 -1.052 0.151 -0.016 -0.006
C 4.781 1.878 0.063 0.072 0.063 -0.154
C 3.776 1.392 0.911 -0.155 0.060 0.148
C 2.461 1.632 0.624 -0.114 -0.127 0.292
C 2.066 2.342 -0.523 0.432 0.209 -0.100
H -2.395 4.229 -0.214 0.049 0.160 0.043
H -3.393 2.790 0.002 0.010 -0.133 0.186
H -2.535 3.032 -1.501 0.060 -0.034 -0.145
H 0.251 4.730 0.761 0.027 0.112 -0.015
H 0.618 6.387 2.524 0.013 0.043 0.030
H 0.090 5.825 4.872 0.005 0.024 0.126
H -0.737 3.560 5.431 0.034 -0.072 0.109
H -1.066 1.887 3.679 0.000 -0.059 0.002
H -0.600 3.609 -2.185 -0.166 0.045 -0.015
H 1.155 4.517 -3.606 0.019 0.034 -0.059
H 3.526 4.023 -3.122 0.106 0.044 -0.088
H 5.218 3.002 -1.690 0.005 0.023 -0.070
H 5.819 1.711 0.315 0.075 -0.010 -0.033
H 4.037 0.851 1.810 -0.078 -0.065 0.044
H 1.698 1.300 1.307 -0.050 -0.182 0.148
F 0.403 -0.317 1.783 0.370 -0.046 0.725
As 0.998 -0.856 3.396 -0.177 0.165 -0.098
F 1.533 0.788 3.734 -0.159 -0.646 -0.244
F 2.559 -1.162 2.626 -0.511 0.082 0.233
F 1.619 -1.443 4.901 -0.152 0.195 -0.350
F 0.415 -2.447 2.964 0.362 0.375 0.141
F -0.548 -0.467 4.110 0.587 -0.116 -0.300
```
Forces are in eV/Å.

Summary:
maximum force = 2.6 eV Å⁻¹
ΔE to the lowest compared entry with this formula, charge and spin = 0.0 kJ/mol
electronic energy = -7380.32287 Ha
spin multiplicity = 2

Here are the Löwdin charges for atoms 1 to 5, given in e: Hg 1.26; C -0.03; C -0.04; C 0.00; C -0.23